# 1
This record from OMol25 describes a structure of composition C31H60CuN6SbSi3 in a non-equilibrium geometry. The level of theory is wB97M-V/def2-TZVPD.

## Properties
Lowest unoccupied orbital energy, eV: 0.63
Energy above the lowest of the compared OMol25 structures with the same formula, charge and spin, kcal per mole: 24.2
F_max, eV/A: 3.06
Orbital gap, eV: 8.05
Total charge: 0

Positions of all 102 atoms, in Å:
Sb: -1.85 -0.71 -1.22
Cu: 2.16 1.86 0.48
Si: -4.35 -0.25 -0.93
Si: -1.58 0.69 -3.54
Si: -1.96 -3.05 -2.26
N: 1.75 1.85 4.35
N: 1.70 -0.07 2.91
N: 2.85 -1.85 -0.33
N: 3.35 0.26 0.65
N: 3.23 -0.05 -1.67
N: -0.21 0.68 3.96
C: 5.19 -0.68 1.92
C: -4.71 1.57 -0.86
C: 3.49 -2.79 -1.22
C: 3.88 1.24 -1.89
C: -3.06 -3.29 -3.80
C: 1.44 2.20 5.73
C: -1.85 4.30 0.14
C: -1.07 1.80 4.24
C: -0.88 -0.56 3.67
C: 2.06 -2.50 0.71
C: 2.16 -0.35 -2.60
C: 1.11 0.80 3.65
C: -0.63 2.24 -3.17
C: 5.73 -1.18 3.07
C: -0.73 4.93 -0.37
C: -0.75 -0.46 -4.79
C: 3.03 2.34 3.89
C: -2.61 -4.27 -1.00
C: -5.47 -0.99 -2.28
C: 0.69 3.07 0.40
C: 4.93 -1.31 4.21
C: -1.70 3.08 0.72
C: 3.59 -0.89 4.20
C: 3.13 -0.52 -0.37
C: -3.25 0.93 -4.38
C: -4.83 -1.12 0.71
C: -0.23 -3.64 -2.82
C: 0.52 4.32 -0.21
C: 3.06 -0.37 3.00
C: -0.48 2.44 0.85
C: 3.88 -0.28 1.87
H: -0.89 2.61 -2.14
H: 3.28 2.10 -1.58
H: -0.42 -4.67 -3.15
H: -5.80 1.65 -0.84
H: -0.38 1.56 1.40
H: -0.80 -0.10 -5.85
H: 1.56 -1.73 1.29
H: -1.89 1.65 3.60
H: 0.17 -3.02 -3.69
H: -0.93 3.09 -3.84
H: 2.55 -0.86 -3.50
H: -2.86 4.71 0.08
H: -2.71 -4.07 -4.45
H: -3.46 -0.11 -4.75
H: -3.13 1.61 -5.24
H: 4.13 1.39 -2.95
H: -2.58 2.56 1.15
H: -4.11 -0.98 1.48
H: 6.78 -1.49 3.11
H: -1.91 -0.57 4.19
H: -3.68 -4.01 -0.84
H: 3.29 1.95 2.91
H: 0.71 1.57 6.16
H: -6.51 -0.80 -2.03
H: -5.89 -0.96 0.99
H: 0.47 -3.62 -2.01
H: -1.05 -1.47 -4.77
H: -0.37 -1.46 3.89
H: -4.33 2.13 -1.76
H: 1.59 0.53 -2.87
H: -0.60 2.74 4.11
H: 0.31 -0.63 -4.61
H: 1.09 3.23 5.79
H: 1.40 4.91 -0.46
H: -3.30 -2.45 -4.48
H: -4.01 -3.71 -3.44
H: 3.09 3.47 3.88
H: 1.51 -0.98 -2.05
H: 2.30 2.07 6.39
H: 4.86 1.28 -1.35
H: -0.75 5.95 -0.82
H: -4.86 -2.21 0.48
H: 3.56 -3.74 -0.67
H: -4.36 2.13 0.02
H: 2.89 -0.95 5.09
H: 3.81 2.10 4.57
H: -2.10 -4.15 -0.05
H: -5.21 -0.78 -3.35
H: 1.38 -3.21 0.27
H: 5.87 -0.60 1.06
H: -1.50 1.66 5.23
H: -5.31 -2.08 -2.13
H: -2.50 -5.27 -1.36
H: 2.78 -2.97 1.46
H: 5.33 -1.68 5.15
H: -1.02 -0.58 2.57
H: 2.96 -3.01 -2.16
H: 0.43 2.10 -3.27
H: -4.16 1.23 -3.87
H: 4.51 -2.47 -1.51

Results of the Löwdin charge analysis, in e, for atoms 1 through 6:
1 Sb 0.787
2 Cu 0.429
3 Si 0.243
4 Si 0.363
5 Si 0.241
6 N -0.125

# 2
This record from OMol25 describes a structure of composition C3H6ClP in a non-equilibrium geometry. The level of theory is wB97M-V/def2-TZVPD.

## Properties
Lowest unoccupied orbital energy, eV: 0.50
Energy above the lowest of the compared OMol25 structures with the same formula, charge and spin, kcal per mole: 61.0
F_max, eV/A: 5.43
Orbital gap, eV: 9.20
Total charge: 0

Positions of all 11 atoms, in Å:
Cl: 1.43 1.53 0.09
P: -0.96 -0.49 0.02
C: -2.16 0.91 -0.08
C: 1.99 -1.32 0.01
C: 0.60 0.13 0.07
H: 1.48 -2.13 0.39
H: -3.00 0.57 0.31
H: -2.45 1.38 -0.98
H: 2.20 -1.39 -1.03
H: 2.57 -0.91 0.79
H: -1.70 1.71 0.41

Results of the natural (NBO) charge analysis, in e, for atoms 1 through 6:
1 Cl 0.083
2 P 0.653
3 C -0.950
4 C -0.527
5 C -0.572
6 H 0.195

# 3
This record from OMol25 describes a structure of composition C20H25AsCsNS in a non-equilibrium geometry. The level of theory is wB97M-V/def2-TZVPD.

## Properties
Lowest unoccupied orbital energy, eV: -0.09
Energy above the lowest of the compared OMol25 structures with the same formula, charge and spin, kcal per mole: 0.0
F_max, eV/A: 1.30
Orbital gap, eV: 6.16
Total charge: 0

Positions of all 49 atoms, in Å:
Cs: 0.17 -0.25 -0.09
As: 1.11 -2.75 -2.08
S: 2.05 -2.19 1.29
N: 0.64 -0.08 3.08
C: 2.92 -2.85 3.79
C: -0.87 1.79 2.93
C: -2.63 2.74 -0.26
C: 0.00 0.86 3.74
C: 3.05 -2.76 5.19
C: 0.88 0.16 5.84
C: -3.44 3.05 0.97
C: 0.67 -4.53 -1.40
C: 1.58 -0.87 5.17
C: -1.45 3.42 -0.54
C: -3.08 1.79 -1.18
C: 0.10 1.02 5.14
C: 0.73 -3.07 -3.98
C: 2.14 -2.00 3.04
C: -0.74 3.18 -1.71
C: -2.38 1.56 -2.36
C: 1.44 -0.96 3.76
C: 2.39 -1.78 5.89
C: 3.05 -2.99 -2.14
C: -1.21 2.25 -2.63
H: 3.45 -3.63 3.27
H: 3.51 -2.15 -2.67
H: -2.75 0.82 -3.07
H: 0.98 0.25 6.92
H: 1.10 -2.24 -4.57
H: -1.65 1.23 2.41
H: -0.29 2.33 2.18
H: 0.17 3.73 -1.91
H: -0.41 -4.69 -1.44
H: 1.00 -4.57 -0.36
H: -2.83 3.54 1.73
H: 3.42 -3.00 -1.12
H: 3.30 -3.92 -2.65
H: -0.34 -3.16 -4.13
H: -4.26 3.73 0.72
H: 3.67 -3.47 5.72
H: 1.17 -5.30 -1.99
H: -3.87 2.15 1.40
H: -1.37 2.53 3.57
H: -3.99 1.25 -0.98
H: 1.22 -3.99 -4.32
H: -1.08 4.15 0.17
H: 2.48 -1.69 6.96
H: -0.67 2.08 -3.56
H: -0.44 1.82 5.63

Results of the natural (NBO) charge analysis, in e, for atoms 1 through 6:
1 Cs 0.921
2 As 0.823
3 S -0.603
4 N -0.459
5 C -0.250
6 C -0.642

# 4
This record from OMol25 describes a structure of composition C46H59BrCuN6O3Si. The level of theory is wB97M-V/def2-TZVPD.

## Properties
Lowest unoccupied orbital energy (spin up / spin down), eV: -0.58 / -0.58
Energy above the lowest of the compared OMol25 structures with the same formula, charge and spin, kcal per mole: 0.0
Multiplicity: 2
F_max, eV/A: 0.15
Orbital gap (spin up / spin down), eV: 5.48 / 6.84
Total charge: 0

Positions of all 117 atoms, in Å:
Br: 3.62 -5.70 -0.85
Cu: -0.60 -0.09 0.18
Si: -2.94 0.09 0.90
O: 0.88 -1.46 3.04
O: 1.69 -0.93 1.01
O: -2.15 -5.48 3.69
N: -0.70 -5.00 2.02
N: -0.63 -2.12 -0.28
N: 4.72 0.39 -0.25
N: -1.08 -3.45 3.75
N: 3.40 -4.79 3.16
N: 2.45 0.10 -2.00
C: -0.10 1.80 -0.11
C: -3.11 -1.40 6.82
C: -3.27 -0.32 -1.86
C: 2.41 4.09 1.65
C: -1.12 -1.83 5.52
C: -5.39 -0.14 -0.59
C: 0.75 2.47 0.92
C: -1.78 -1.13 6.51
C: -0.62 6.59 -2.24
C: -4.07 1.91 -1.06
C: -0.12 -4.09 -1.49
C: 4.23 -0.98 -0.63
C: -1.01 4.84 -0.63
C: 2.62 -3.59 0.77
C: -0.80 -2.86 0.82
C: -3.75 -2.41 6.11
C: -0.26 -4.85 -0.35
C: -0.30 -2.72 -1.42
C: -2.67 0.72 3.60
C: -1.78 -2.83 4.81
C: 1.58 -1.66 2.03
C: 1.56 3.58 0.68
C: -4.82 1.44 2.59
C: -0.60 -4.23 0.86
C: -3.82 -0.61 7.89
C: -0.56 2.44 -1.20
C: -0.17 4.30 -2.81
C: 3.26 -4.81 0.78
C: -3.60 -1.59 1.52
C: 2.35 -2.97 1.99
C: -1.38 -4.67 3.22
C: -3.31 1.31 2.34
C: -2.74 2.71 2.10
C: 3.60 1.40 -0.24
C: 2.75 -3.63 3.15
C: 3.65 -5.37 1.99
C: 0.85 1.88 2.19
C: 1.69 2.39 3.17
C: -0.56 3.88 -1.54
C: -3.97 0.42 -0.71
C: 2.95 1.41 -1.61
C: -1.04 6.18 -0.98
C: -0.19 5.65 -3.16
C: 2.48 3.50 2.90
C: 3.48 -0.91 -1.95
C: -3.11 -3.12 5.11
H: 4.03 2.36 0.04
H: 2.13 2.12 -1.60
H: -4.78 -2.64 6.34
H: 5.44 0.69 -0.91
H: 3.05 -1.89 -2.15
H: -1.33 4.52 0.35
H: 2.53 -3.18 4.11
H: -3.07 -1.93 2.41
H: 1.67 -0.13 -1.38
H: -4.82 -1.01 8.07
H: -1.39 6.92 -0.26
H: 1.74 1.90 4.13
H: -3.10 2.40 -1.10
H: 4.19 -0.71 -2.77
H: -0.11 -5.92 -0.38
H: -3.93 0.44 7.59
H: -3.17 3.18 1.21
H: 1.54 4.06 -0.29
H: -0.64 7.64 -2.51
H: -2.75 1.44 4.43
H: 3.68 1.74 -2.37
H: -3.19 -1.39 -1.65
H: -5.40 -1.22 -0.46
H: -4.54 2.03 -2.04
H: -4.99 2.04 3.49
H: -1.06 1.84 -1.96
H: -5.34 1.93 1.76
H: -5.95 0.09 -1.51
H: 2.28 -3.13 -0.15
H: -3.63 -3.90 4.58
H: -5.30 0.47 2.76
H: 0.15 3.56 -3.54
H: 0.12 5.95 -4.15
H: -4.69 2.44 -0.34
H: 3.01 4.97 1.42
H: 5.15 0.35 0.67
H: -1.08 -2.31 1.70
H: 3.54 -1.26 0.17
H: 2.90 1.07 0.53
H: -3.85 -0.21 -2.79
H: -3.51 -2.37 0.75
H: -0.10 -1.59 5.26
H: -2.27 0.06 -2.05
H: -4.65 -1.50 1.78
H: -5.94 0.30 0.24
H: 4.16 -6.33 2.01
H: 5.09 -1.65 -0.66
H: -3.16 -0.20 3.92
H: -1.66 2.68 1.98
H: -0.83 -5.98 1.85
H: -2.97 3.35 2.96
H: -0.19 -2.08 -2.29
H: -1.25 -0.35 7.04
H: 0.13 -4.55 -2.43
H: -0.26 -2.94 3.43
H: 3.14 3.91 3.66
H: 0.29 0.98 2.40
H: -3.27 -0.63 8.83
H: -1.61 0.50 3.46

Results of the Löwdin charge analysis, in e, for atoms 1 through 6:
1 Br 0.730
2 Cu 0.345
3 Si 0.773
4 O -0.015
5 O -0.067
6 O 0.079

# 5
This record from OMol25 describes the molecule C2H6N2O2. The level of theory is wB97M-V/def2-TZVPD.

## Properties
Lowest unoccupied orbital energy, eV: 0.93
Energy above the lowest of the compared OMol25 structures with the same formula, charge and spin, kcal per mole: 89.1
F_max, eV/A: 0.46
SMILES: C=C(O)NNO
Orbital gap, eV: 9.92
Total charge: 0

Positions of all 12 atoms, in Å:
O: -1.42 -1.16 0.30
O: 0.10 1.60 1.85
N: 0.67 -0.12 0.37
N: 0.56 1.29 0.53
C: -0.23 -0.94 -1.72
C: -0.34 -0.75 -0.40
H: 0.90 1.67 2.39
H: 0.64 -0.60 -2.25
H: -0.18 1.66 -0.06
H: -1.30 -0.90 1.22
H: 1.60 -0.31 0.02
H: -0.99 -1.46 -2.26

Results of the natural (NBO) charge analysis, in e, for atoms 1 through 6:
1 O -0.674
2 O -0.595
3 N -0.528
4 N -0.199
5 C -0.537
6 C 0.429

# 6
This record from OMol25 describes the molecule C5H8O in a non-equilibrium geometry. The level of theory is wB97M-V/def2-TZVPD.

## Properties
Lowest unoccupied orbital energy, eV: 0.71
Energy above the lowest of the compared OMol25 structures with the same formula, charge and spin, kcal per mole: 82.1
F_max, eV/A: 5.53
SMILES: CC1=C(O)[C@@H]1C
Orbital gap, eV: 9.34
Total charge: 0

Positions of all 14 atoms, in Å:
O: -2.32 -0.77 -0.03
C: -0.27 0.75 -0.07
C: -1.14 -0.20 -0.27
C: 1.02 -1.44 -0.03
C: 0.29 -0.42 -0.84
C: 0.21 1.89 0.64
H: 0.26 -1.90 0.56
H: 1.48 -2.19 -0.60
H: 1.76 -1.01 0.71
H: 1.25 1.67 1.00
H: 0.28 2.71 0.08
H: 0.61 -0.38 -1.92
H: -0.49 2.11 1.56
H: -2.93 -0.83 -0.80

Results of the natural (NBO) charge analysis, in e, for atoms 1 through 6:
1 O -0.685
2 C -0.050
3 C 0.322
4 C -0.629
5 C -0.266
6 C -0.638